{"formula": "C50H36O10", "method": "ωB97M-V/def2-TZVPD", "charge": 0, "smiles": "O=C1c2ccccc2C(=O)c2ccccc21.O=C1c2ccccc2C(=O)c2ccccc21.O=C1c2ccccc2C(=O)c2ccccc21.O=C(O)CCC[C@H]1COC(=O)C1", "multiplicity": 1, "orbital_gap_ev": 8.61, "lumo_ev": -1.063, "species": ["O", "C", "C", "C", "C", "C", "C", "C", "C", "O", "C", "C", "C", "C", "C", "C", "H", "H", "H", "H", "H", "H", "H", "H", "O", "C", "C", "C", "C", "C", "C", "C", "C", "O", "C", "C", "C", "C", "C", "C", "H", "H", "H", "H", "H", "H", "H", "H", "O", "C", "C", "C", "C", "C", "C", "C", "C", "O", "C", "C", "C", "C", "C", "C", "H", "H", "H", "H", "H", "H", "H", "H", "O", "C", "O", "C", "C", "C", "C", "C", "O", "C", "O", "C", "H", "H", "H", "H", "H", "H", "H", "H", "H", "H", "H", "H"], "xyz": [[-3.19288, -1.52088, 2.57729], [-2.04700, -1.12560, 2.66126], [-1.27724, -0.73939, 1.44586], [-1.89102, -0.83254, 0.20397], [-1.21545, -0.43037, -0.93494], [0.08293, 0.05784, -0.83920], [0.70908, 0.13132, 0.39419], [0.03344, -0.26742, 1.54062], [0.72778, -0.18756, 2.85791], [1.88120, 0.17325, 2.93946], [-0.04733, -0.56135, 4.07668], [0.56440, -0.46273, 5.32137], [-0.14861, -0.78116, 6.46491], [-1.47255, -1.19714, 6.37317], [-2.08302, -1.30500, 5.13574], [-1.37325, -0.99164, 3.98311], [-2.90111, -1.21306, 0.13831], [-1.70366, -0.49093, -1.89904], [0.60726, 0.38054, -1.72937], [1.72055, 0.50330, 0.48126], [1.59326, -0.13107, 5.38086], [0.32795, -0.70175, 7.43316], [-2.02762, -1.43849, 7.27018], [-3.11015, -1.63190, 5.05148], [-4.04332, 1.71426, -1.86443], [-5.14165, 2.19720, -1.67208], [-5.78173, 3.06140, -2.70089], [-5.09957, 3.29353, -3.88638], [-5.68242, 4.05737, -4.88268], [-6.95069, 4.59696, -4.68964], [-7.62766, 4.38278, -3.49969], [-7.04498, 3.61566, -2.49844], [-7.77620, 3.40417, -1.21427], [-8.85102, 3.92770, -1.01545], [-7.14076, 2.52529, -0.18998], [-7.81086, 2.28016, 1.00184], [-7.24895, 1.44258, 1.95187], [-6.01628, 0.84168, 1.71745], [-5.34090, 1.09086, 0.53539], [-5.89489, 1.93516, -0.41774], [-4.11442, 2.87224, -4.01432], [-5.15214, 4.23300, -5.80949], [-7.41010, 5.18923, -5.46985], [-8.61010, 4.80408, -3.33757], [-8.77146, 2.74606, 1.17252], [-7.77540, 1.25124, 2.87758], [-5.58144, 0.17699, 2.45280], [-4.38032, 0.63284, 0.34461], [1.29016, -0.90269, -5.77770], [0.29901, -1.23228, -6.39407], [0.37791, -2.21692, -7.51046], [1.60841, -2.77810, -7.82866], [1.69824, -3.71489, -8.84371], [0.55952, -4.09656, -9.54519], [-0.66723, -3.53279, -9.23957], [-0.76274, -2.58898, -8.22460], [-2.09176, -1.98367, -7.92272], [-3.07276, -2.27131, -8.57455], [-2.17440, -1.01603, -6.79183], [-3.40718, -0.46427, -6.46413], [-3.50929, 0.42183, -5.40512], [-2.38057, 0.75419, -4.66094], [-1.14953, 0.21279, -4.98915], [-1.03957, -0.67068, -6.05570], [2.48556, -2.47592, -7.27358], [2.65685, -4.15260, -9.08897], [0.63124, -4.83511, -10.33263], [-1.55866, -3.81742, -9.78101], [-4.27816, -0.73856, -7.04316], [-4.47335, 0.83982, -5.14719], [-2.46515, 1.42588, -3.81622], [-0.26478, 0.46612, -4.42108], [10.96497, -2.75916, 6.32032], [10.57003, -1.63381, 6.45894], [10.28568, -1.12610, 7.70378], [10.41470, -0.66718, 5.30001], [9.41689, 0.48975, 5.47476], [8.05720, 0.18317, 4.83480], [7.21749, -0.77333, 5.68644], [6.78323, -0.12334, 7.02673], [5.36563, -0.35052, 7.15907], [4.91910, -0.24844, 5.85551], [4.02724, 0.46881, 5.51504], [5.85991, -1.09748, 5.02911], [9.61967, -1.68510, 8.12715], [11.41912, -0.28178, 5.09674], [10.14698, -1.30127, 4.45138], [9.83636, 1.39923, 5.03640], [9.28652, 0.69419, 6.54112], [7.48023, 1.10433, 4.69234], [8.20716, -0.26300, 3.84463], [7.75735, -1.71890, 5.79879], [6.91092, 0.96046, 6.91133], [7.30243, -0.45514, 7.92348], [5.56993, -2.14366, 5.14345], [5.75975, -0.81237, 3.98111]], "atomic_forces_ev_per_a": [[0.0, 0.0, 0.0], [-0.1, 0.0, 0.0], [0.0, 0.0, 0.1], [0.0, 0.0, -0.1], [0.0, 0.0, 0.0], [0.0, 0.0, 0.0], [0.0, 0.0, -0.1], [0.0, 0.0, 0.0], [0.1, 0.0, 0.0], [0.0, 0.0, -0.1], [-0.1, 0.0, 0.0], [0.0, 0.0, 0.0], [0.0, 0.0, 0.0], [0.0, 0.0, 0.0], [0.0, 0.0, 0.1], [0.1, 0.0, 0.0], [0.0, 0.0, 0.1], [0.0, 0.0, 0.0], [0.0, 0.0, 0.0], [0.0, 0.0, 0.1], [0.0, 0.0, -0.1], [0.0, 0.0, 0.0], [0.0, 0.0, 0.0], [0.0, 0.0, -0.1], [0.0, 0.0, 0.0], [0.1, -0.1, 0.0], [0.0, 0.0, 0.1], [0.0, 0.1, -0.2], [-0.1, 0.0, 0.0], [0.0, 0.0, 0.0], [0.0, 0.0, -0.1], [0.0, 0.0, 0.0], [-0.1, 0.0, 0.0], [0.0, 0.0, 0.0], [0.0, 0.0, -0.1], [0.0, 0.0, 0.1], [0.0, 0.0, 0.0], [0.0, 0.0, 0.0], [0.0, -0.1, 0.1], [0.0, 0.0, 0.0], [0.0, 0.0, 0.0], [0.0, 0.0, 0.0], [0.0, 0.0, 0.0], [0.0, 0.0, 0.1], [0.0, 0.0, -0.1], [0.0, 0.0, 0.0], [0.0, 0.0, 0.0], [0.0, 0.0, 0.0], [0.0, 0.0, 0.0], [0.1, 0.0, 0.0], [-0.1, 0.0, 0.0], [0.1, -0.1, 0.0], [0.0, 0.0, 0.0], [0.0, 0.0, 0.0], [0.0, -0.1, -0.1], [0.0, 0.0, 0.1], [-0.1, 0.0, 0.0], [0.0, 0.0, 0.0], [0.1, 0.0, 0.0], [0.0, 0.1, 0.0], [0.1, -0.1, 0.0], [0.0, 0.0, 0.0], [-0.1, 0.1, 0.1], [0.0, 0.0, 0.0], [0.0, 0.0, 0.0], [0.0, 0.0, 0.0], [0.0, 0.0, 0.0], [0.0, 0.0, 0.0], [0.0, 0.0, 0.0], [0.0, 0.0, 0.0], [0.0, 0.0, 0.0], [0.0, 0.0, 0.0], [-0.4, 0.2, 0.0], [0.3, -0.5, 0.0], [-0.6, 0.4, -0.3], [0.0, 0.1, 0.3], [0.0, 0.0, -0.1], [0.0, -0.1, 0.2], [-0.1, -0.5, -0.5], [0.0, 0.1, -0.3], [0.2, 0.5, -0.1], [-0.2, -0.1, 0.0], [0.1, -0.5, 0.3], [-0.3, 0.6, -0.2], [0.5, -0.3, 0.2], [-0.1, 0.0, 0.0], [0.1, 0.1, 0.0], [-0.1, -0.1, 0.0], [0.1, 0.1, -0.1], [0.1, 0.0, 0.0], [0.0, 0.1, 0.1], [0.1, 0.2, 0.3], [0.2, -0.1, 0.3], [-0.2, -0.1, -0.1], [0.0, 0.1, 0.0], [0.2, -0.1, 0.0]], "mulliken_charge": [-0.711, 0.558, 0.384, -0.812, -0.126, -0.454, -0.851, 0.146, 0.477, -0.657, 0.010, -0.684, -0.546, -0.522, -0.642, 0.544, 0.511, 0.401, 0.447, 0.488, 0.735, 0.457, 0.385, 0.503, -0.620, 0.351, 0.318, -0.714, -0.712, -0.468, -0.686, 0.383, 0.551, -0.670, 0.424, -0.649, -0.556, -0.409, -0.765, 0.037, 0.741, 0.453, 0.391, 0.496, 0.482, 0.394, 0.540, 0.605, -0.667, 0.526, 0.176, -0.523, -0.478, -0.481, -0.556, 0.156, 0.587, -0.659, 0.287, -1.166, -0.134, -0.245, -1.001, 0.411, 0.477, 0.399, 0.394, 0.474, 0.466, 0.553, 0.534, 0.513, -0.564, 0.449, -0.471, -0.553, -0.602, -1.226, 0.735, -0.686, -0.383, 0.505, -0.554, -0.964, 0.330, 0.358, 0.296, 0.372, 0.426, 0.430, 0.403, 0.409, 0.394, 0.202, 0.349, 0.339]}

{"formula": "C50H37BrN2O5STc", "method": "ωB97M-V/def2-TZVPD", "charge": 0, "multiplicity": 2, "s2": 1.179, "orbital_gap_ev": [7.06, 7.45], "lumo_ev": [-1.215, -0.838], "species": ["Tc", "O", "C", "C", "C", "C", "C", "C", "C", "C", "C", "O", "C", "C", "C", "C", "C", "C", "C", "C", "C", "C", "C", "C", "N", "C", "C", "C", "C", "C", "C", "C", "C", "C", "C", "C", "C", "H", "H", "H", "H", "H", "H", "H", "H", "H", "H", "H", "H", "H", "H", "H", "H", "H", "H", "H", "H", "H", "H", "H", "H", "H", "H", "H", "Br", "C", "C", "C", "C", "C", "C", "C", "C", "C", "C", "H", "H", "H", "H", "H", "H", "O", "C", "N", "S", "O", "O", "C", "C", "C", "C", "C", "C", "H", "H", "H", "H"], "xyz": [[0.76752, 0.12231, -0.53976], [-0.10896, -0.31287, -2.20252], [-1.20368, -1.09586, -2.43206], [-0.95775, -2.47302, -1.75143], [-0.64057, -2.53731, -0.27838], [-1.22112, -3.58641, 0.42688], [-0.88577, -3.81488, 1.74578], [0.08445, -3.01753, 2.31693], [0.67397, -2.00531, 1.57144], [1.86216, -1.30060, 2.15647], [1.69429, 0.23624, 2.36073], [1.49718, 0.78891, 1.12704], [2.95704, 0.88336, 2.96868], [4.18539, 0.24406, 3.03883], [5.29404, 0.90318, 3.54566], [5.19746, 2.21020, 3.98369], [3.97698, 2.85722, 3.91364], [2.87061, 2.20216, 3.40784], [0.57003, 0.58380, 3.33492], [-0.21658, 1.70080, 3.08558], [-1.19021, 2.09605, 3.98221], [-1.36925, 1.39422, 5.15927], [-0.57755, 0.29191, 5.42227], [0.39362, -0.10783, 4.52374], [0.28007, -1.74747, 0.30732], [-2.48576, -0.35825, -2.04148], [-2.49782, 1.01305, -2.28005], [-3.62610, 1.76671, -2.01872], [-4.76717, 1.15470, -1.52466], [-4.77143, -0.21282, -1.31791], [-3.64551, -0.97329, -1.59386], [-1.36474, -1.32270, -3.94408], [-0.36028, -0.90617, -4.80494], [-0.54737, -0.95126, -6.17542], [-1.73942, -1.41810, -6.69964], [-2.72730, -1.87847, -5.84545], [-2.54137, -1.83563, -4.47589], [-0.08229, -2.87737, -2.27702], [-1.80849, -3.12366, -1.95497], [-1.94380, -4.21409, -0.06565], [-1.34633, -4.61331, 2.30623], [0.39524, -3.17024, 3.33659], [2.68629, -1.40538, 1.44297], [2.12688, -1.77962, 3.09921], [4.29779, -0.77536, 2.70559], [6.24163, 0.38912, 3.59300], [6.06225, 2.72042, 4.37987], [3.88149, 3.87760, 4.25303], [1.92710, 2.72353, 3.36485], [-0.05895, 2.26548, 2.17838], [-1.81404, 2.94772, 3.75008], [-2.12154, 1.71080, 5.86688], [-0.73531, -0.27118, 6.32947], [1.00256, -0.97004, 4.75234], [-1.60128, 1.48639, -2.65834], [-3.60914, 2.83207, -2.20050], [-5.65062, 1.74252, -1.31550], [-5.65793, -0.70066, -0.93881], [-3.68997, -2.03890, -1.43595], [0.55814, -0.52500, -4.38209], [0.23489, -0.60322, -6.83345], [-1.90267, -1.41749, -7.76746], [-3.65744, -2.25262, -6.24748], [-3.33134, -2.17380, -3.82247], [1.70397, 2.25018, -1.69533], [3.27460, 1.38868, -2.47322], [4.12607, 2.11506, -3.26291], [5.24078, 1.48525, -3.83063], [5.46468, 0.15846, -3.59353], [4.59610, -0.59823, -2.77894], [4.83936, -1.96512, -2.54561], [3.98099, -2.68225, -1.76076], [2.86216, -2.06637, -1.18881], [2.55326, -0.72735, -1.36107], [3.45309, 0.01930, -2.18452], [3.93322, 3.15944, -3.44264], [5.91154, 2.05852, -4.45152], [6.31846, -0.34109, -4.02711], [5.70277, -2.42836, -2.99849], [4.15355, -3.73408, -1.57852], [2.21700, -2.69722, -0.59355], [-0.87189, 2.36934, -0.25715], [-1.58474, 1.60910, 0.39611], [-1.32189, 0.31713, 0.52042], [-2.35370, -0.43907, 1.52893], [-1.69056, -0.86394, 2.73084], [-3.08227, -1.49580, 0.87981], [-3.38955, 0.98533, 1.81395], [-4.54355, 1.13256, 2.54324], [-5.12154, 2.39625, 2.58847], [-4.53802, 3.46575, 1.92426], [-3.37846, 3.30000, 1.18164], [-2.81379, 2.03578, 1.12492], [-4.96710, 0.29351, 3.06999], [-6.02967, 2.54743, 3.15149], [-4.98250, 4.44735, 2.00052], [-2.92460, 4.12764, 0.65826]], "atomic_forces_ev_per_a": [[1.3, -1.6, 0.1], [1.2, 1.2, 1.4], [-1.1, -1.2, -0.1], [-0.1, 0.7, -0.3], [-0.2, -0.7, 0.0], [0.3, 0.0, 0.1], [0.2, 0.1, -0.2], [0.1, -0.1, -0.3], [0.1, -0.5, 0.4], [0.0, 0.9, 0.0], [0.3, -1.0, 1.4], [-0.7, 0.2, -2.5], [0.0, -0.1, -0.3], [-0.1, 0.0, 0.0], [0.2, 0.0, 0.0], [0.1, -0.1, 0.0], [-0.1, 0.1, -0.1], [0.1, 0.0, 0.0], [0.0, 0.2, -0.1], [0.1, -0.1, -0.1], [0.0, 0.1, 0.0], [-0.1, 0.1, 0.0], [0.0, -0.1, 0.1], [0.1, 0.1, -0.1], [-0.1, -0.1, 0.1], [-0.1, 0.1, 0.0], [-0.1, 0.0, -0.2], [0.1, 0.0, -0.2], [-0.1, 0.0, 0.0], [-0.2, 0.0, -0.1], [0.1, 0.2, -0.3], [0.3, 0.1, 0.0], [0.0, 0.0, 0.2], [0.0, 0.0, -0.1], [0.0, 0.0, -0.1], [-0.1, -0.1, 0.0], [0.1, -0.1, 0.0], [-0.1, -0.1, 0.0], [0.1, -0.1, 0.0], [-0.1, 0.0, -0.1], [-0.1, 0.0, 0.1], [0.1, 0.0, 0.1], [0.0, -0.1, 0.2], [0.0, 0.0, -0.1], [0.0, -0.1, -0.1], [0.1, -0.1, 0.0], [0.1, 0.0, 0.0], [0.0, 0.1, 0.0], [0.0, 0.0, 0.0], [0.1, 0.0, -0.1], [0.0, 0.1, 0.0], [-0.1, 0.0, 0.1], [0.1, -0.1, 0.1], [0.1, -0.1, 0.0], [0.0, 0.0, 0.0], [0.0, 0.1, 0.0], [-0.1, 0.0, 0.1], [-0.1, 0.0, 0.0], [0.1, -0.1, 0.1], [0.1, 0.1, 0.0], [0.1, 0.0, -0.1], [0.0, 0.0, -0.1], [-0.1, 0.0, 0.0], [-0.1, 0.0, 0.0], [0.6, -0.1, -0.4], [-0.2, 0.3, 0.0], [-0.7, 0.0, 0.5], [0.2, -0.3, 0.0], [0.1, 0.2, -0.1], [-0.3, 0.2, 0.1], [-0.2, -0.2, 0.2], [0.4, 0.0, -0.3], [-0.6, 0.5, 0.2], [-0.1, 0.1, 0.1], [0.0, 0.0, 0.0], [0.0, 0.2, 0.0], [0.1, 0.0, -0.1], [0.1, 0.0, -0.1], [0.1, -0.1, 0.0], [0.0, -0.1, 0.0], [0.0, 0.0, 0.0], [-0.1, 0.4, 0.1], [-0.4, 1.2, -0.2], [0.1, -0.3, 0.0], [-0.4, -0.5, 0.5], [-0.4, 0.3, 0.1], [-0.3, 0.2, 0.1], [0.6, 0.1, -0.5], [-0.1, -0.1, 0.1], [0.0, -0.2, 0.0], [0.1, 0.1, 0.0], [0.1, -0.2, 0.0], [-0.3, 0.2, 0.2], [-0.1, -0.1, 0.1], [-0.1, 0.0, 0.1], [-0.1, 0.1, 0.0], [0.1, 0.0, -0.1]], "mulliken_spin": [0.967, -0.032, 0.010, -0.035, 0.039, 0.004, -0.001, 0.000, 0.000, 0.024, 0.014, 0.044, 0.005, 0.001, 0.001, 0.000, 0.001, -0.005, -0.014, -0.002, 0.000, 0.000, 0.001, 0.001, -0.010, 0.005, -0.009, 0.001, -0.001, 0.001, 0.000, 0.020, -0.003, 0.002, 0.000, 0.001, -0.001, 0.002, -0.002, 0.000, 0.000, 0.000, -0.002, 0.000, 0.001, 0.000, 0.000, 0.000, -0.002, 0.006, 0.000, 0.000, 0.000, 0.000, 0.004, 0.000, 0.000, 0.000, 0.000, -0.001, 0.000, 0.000, 0.000, 0.000, -0.006, 0.003, 0.000, -0.001, 0.001, -0.002, 0.002, -0.002, -0.009, -0.022, 0.011, 0.000, 0.000, 0.000, 0.000, 0.000, 0.003, 0.008, -0.021, -0.004, 0.004, -0.001, 0.001, 0.002, 0.000, 0.000, 0.000, -0.002, 0.001, 0.000, 0.000, 0.000, 0.000]}